Entry 1:
The molecule C7H15NO at a distorted geometry. Source: OMol25; level of theory: ωB97M-V/def2-TZVPD.

The geometry in XYZ format:
```
24
Properties=species:S:1:pos:R:3:forces:R:3
C 0.6047 -1.0929 -0.9051 -0.1 -0.5 -1.2
C 1.3289 0.7662 0.1505 -1.4 0.4 0.1
C -2.5600 0.4994 0.3408 -0.1 0.0 0.0
C -0.7914 -0.4655 1.8912 0.2 0.0 0.1
C 2.2668 1.3421 -0.8853 -0.1 -0.1 -0.1
C -0.2312 0.0615 -0.5395 2.0 0.1 0.2
C -1.1961 -0.1116 0.4908 -0.6 0.3 0.4
N 0.3692 -2.2924 -0.3364 -0.3 -0.3 0.5
O -0.6334 0.8680 -1.6103 0.0 0.0 0.0
H -0.3240 0.4657 -2.4347 0.0 -0.1 0.2
H 1.5089 -1.0096 -1.4858 0.1 0.2 0.1
H 0.9418 -3.0870 -0.5664 -0.1 0.1 -0.1
H -0.6020 -2.4400 -0.0515 0.3 -0.1 0.0
H 1.8090 0.0970 0.8584 -0.1 -0.1 0.0
H 0.8244 1.5532 0.7036 0.2 0.2 0.2
H -3.3119 -0.1197 0.8441 0.1 0.1 0.0
H -2.6261 1.4990 0.8028 0.0 -0.1 -0.1
H -0.3463 0.3804 2.4414 0.0 0.0 -0.1
H -1.6509 -0.7782 2.4911 -0.1 0.0 -0.2
H -0.0552 -1.2735 1.9524 0.1 0.0 -0.1
H -2.8534 0.6118 -0.7031 0.0 0.0 0.1
H 2.8615 2.1499 -0.4498 0.0 -0.1 0.0
H 1.7066 1.7780 -1.7165 0.0 0.0 0.0
H 2.9603 0.5982 -1.2827 0.0 0.0 0.0
```
Positions in Å, forces in eV/Å.

Properties
- ΔE to the lowest compared entry with this formula, charge and spin (eV) = 4.865
- spin multiplicity = 1
- LUMO energy (alpha / beta) (eV) = 0.77 / 0.65
- largest force on an atom (eV/Å) = 2.0
- calculated total energy (hartree) = -405.558511

---

Entry 2:
A structure of composition C7H15NO2 at a distorted geometry. Source: OMol25; level of theory: ωB97M-V/def2-TZVPD.

The geometry in XYZ format:
```
25
Properties=species:S:1:pos:R:3:forces:R:3
C -2.1855 1.4084 -0.9116 0.0 0.1 -0.1
C -1.9190 0.2231 0.0177 0.0 0.1 0.3
C -3.0928 -0.7563 -0.0074 -0.1 -0.1 -0.1
C -0.6104 -0.4993 -0.3245 0.1 -0.2 -0.2
C 0.6634 0.2406 0.0820 0.0 0.4 -0.1
O 0.7311 0.4547 1.4801 0.0 0.1 0.1
C 1.9067 -0.4999 -0.4203 0.3 -0.8 -0.5
C 3.2026 0.0900 -0.0004 3.2 0.9 3.2
N 3.8402 1.1492 0.0160 1.1 -0.6 0.7
H -2.3073 1.0656 -1.9518 0.0 0.1 0.3
H -3.1065 1.9330 -0.6172 0.2 -0.2 -0.1
H -1.3694 2.1441 -0.8921 -0.2 -0.2 0.0
H -1.8267 0.6103 1.0456 0.0 -0.1 -0.2
H -3.2180 -1.1921 -1.0117 0.0 0.1 0.2
H -2.9397 -1.5828 0.7016 0.0 0.2 -0.2
H -4.0334 -0.2517 0.2591 0.3 -0.1 -0.1
H -0.6056 -1.4915 0.1603 0.0 0.2 -0.1
H -0.5741 -0.6858 -1.4107 0.0 0.0 0.2
H 0.6645 1.2454 -0.3618 0.0 -0.2 0.2
H 0.5702 -0.3768 1.9381 -0.1 -0.1 0.0
H 1.8714 -1.5481 -0.0819 0.0 0.3 -0.2
H 1.9076 -0.5150 -1.5220 -0.1 -0.1 0.3
O 4.1957 -0.7013 1.1913 -2.6 -1.4 -1.7
H 4.6858 0.7316 0.9148 -2.6 1.7 -2.8
H 3.5490 -1.1953 1.7069 0.4 -0.3 0.8
```
Positions in Å, forces in eV/Å.

Properties
- ΔE to the lowest compared entry with this formula, charge and spin (eV) = 3.792
- spin multiplicity = 1
- LUMO energy (eV) = 0.54
- largest force on an atom (eV/Å) = 4.6
- calculated total energy (hartree) = -480.846133

---

Entry 3:
The molecule C7H15NO2 at a distorted geometry. Source: OMol25; level of theory: ωB97M-V/def2-TZVPD.

The geometry in XYZ format:
```
25
Properties=species:S:1:pos:R:3:forces:R:3
C 2.3332 -1.8662 -0.0367 -0.6 0.0 0.5
C 2.0129 -0.5765 -0.0376 -2.5 1.7 0.1
C 3.0294 0.5069 -0.2092 -0.1 0.1 0.3
N 0.4548 0.1082 0.1691 6.5 -1.8 0.4
C -0.5435 -0.7595 -0.1768 -4.5 3.5 0.3
O -0.5911 -1.1871 -1.4781 0.0 -0.4 -0.8
O -0.7560 -1.7839 0.7036 0.4 -0.7 0.4
C -1.9666 0.4268 0.0293 1.3 -2.7 -0.6
C -2.1235 0.8070 1.4825 0.1 -0.1 -0.1
C -1.9522 1.6040 -0.9191 0.3 -0.3 0.0
H 3.3707 -2.1795 0.0120 0.0 0.3 -0.3
H 1.6277 -2.6816 0.0442 -0.2 0.1 0.0
H 4.0485 0.1141 -0.1705 -0.2 -0.1 0.0
H 2.9261 1.2508 0.5829 0.0 0.1 0.0
H 2.8958 1.0170 -1.1659 0.0 0.0 0.0
H 0.4741 0.9624 -0.3685 -0.1 -0.1 -0.2
H -0.1337 -2.0361 -1.5485 -0.1 0.1 0.0
H 0.0163 -1.8794 1.2767 -0.1 0.2 0.0
H -2.7334 -0.2873 -0.2745 -0.3 0.2 0.1
H -2.1247 -0.0798 2.1141 0.1 0.0 0.1
H -3.0751 1.3224 1.6423 0.0 0.0 0.0
H -1.3193 1.4694 1.8033 0.0 0.0 0.0
H -1.2025 2.3407 -0.6250 0.1 0.1 0.0
H -1.7458 1.2772 -1.9373 0.0 0.0 -0.1
H -2.9221 2.1098 -0.9123 0.1 0.0 0.0
```
Positions in Å, forces in eV/Å.

Properties
- ΔE to the lowest compared entry with this formula, charge and spin (eV) = 2.992
- spin multiplicity = 1
- LUMO energy (eV) = 0.78
- largest force on an atom (eV/Å) = 6.8
- calculated total energy (hartree) = -480.875520
- SMILES string = C=C(C)NC(O)(O)C(C)C

---

Entry 4:
A cluster of 2 separate species, C7H15NO2 in total at a distorted geometry. Source: OMol25; level of theory: ωB97M-V/def2-TZVPD.

The geometry in XYZ format:
```
25
Properties=species:S:1:pos:R:3:forces:R:3
C 3.8000 0.1431 6.9654 0.2 0.0 0.0
C 2.3440 -0.1042 6.6060 -0.1 0.2 0.2
C 2.0512 -0.0829 5.0832 -0.1 0.2 -0.2
C 2.1167 -1.6281 5.0689 0.1 -0.2 -0.2
C 1.8800 -1.5867 6.5889 -0.1 -0.1 0.2
N 2.4808 -2.5924 7.4561 -0.5 -0.2 0.6
C 3.7461 -3.2158 7.1062 0.2 -0.1 0.0
C 1.9414 -2.7945 8.7201 1.2 0.4 0.5
O 2.4693 -3.4300 9.6220 -0.7 0.4 -1.1
H 4.4858 -0.3835 6.2859 -0.2 0.1 0.2
H 4.0252 1.2163 6.8907 0.0 -0.3 0.0
H 4.0166 -0.1796 7.9945 0.0 0.1 -0.3
H 1.7027 0.5441 7.2201 0.2 -0.1 -0.2
H 1.0444 0.2917 4.8586 0.3 -0.1 0.0
H 2.7797 0.4475 4.4555 -0.2 -0.1 0.2
H 1.3875 -2.1824 4.4640 0.2 0.2 0.1
H 3.1266 -1.9708 4.8103 -0.3 0.1 0.1
H 0.7977 -1.6026 6.7781 0.2 0.0 0.0
H 3.6630 -3.7223 6.1361 0.1 0.1 0.2
H 4.5599 -2.4808 7.0611 -0.2 -0.2 0.0
H 3.9912 -3.9600 7.8693 -0.1 0.2 -0.1
H 1.0228 -2.1949 8.8765 0.0 -0.4 -0.1
O 0.5978 -4.8169 6.5107 0.9 0.9 0.1
H 1.3156 -4.1414 6.6428 -1.0 -0.9 -0.1
H -0.1299 -4.3206 6.1231 0.0 0.0 0.0
```
Positions in Å, forces in eV/Å.

Properties
- ΔE to the lowest compared entry with this formula, charge and spin (eV) = 1.442
- spin multiplicity = 1
- LUMO energy (eV) = 0.65
- largest force on an atom (eV/Å) = 1.4
- calculated total energy (hartree) = -480.932494
- SMILES string = C[C@H]1CC[C@H]1N(C)C=O.O